C25H43BaBrN2P2 as an isolated structure at a distorted geometry. Source: the OMol25 dataset; level of theory: ωB97M-V/def2-TZVPD.

Positions of all 74 atoms, in Å:
N1 -6.14164 5.11684 -5.21588
C1 -5.94956 5.70058 -4.03504
C2 -4.83877 5.43246 -3.23279
C3 -3.85586 4.51056 -3.68670
C4 -4.11684 3.87751 -4.93058
C5 -5.27391 4.20940 -5.64538
C6 -2.63425 4.20240 -2.95279
Ba1 0.64010 2.82255 -1.95569
P1 4.99354 -0.20755 -0.96604
C7 -1.67543 3.30399 -3.43015
C8 -1.77933 1.86734 -3.12759
C9 -1.10193 0.91344 -3.91468
C10 -0.94672 -0.39790 -3.49723
C11 -1.55578 -0.84727 -2.31991
C12 -2.31338 0.08212 -1.56612
C13 -2.42933 1.41031 -1.95643
Br1 1.07452 -0.10410 -0.87970
H1 -2.51511 4.65244 -1.94470
H2 -0.91528 3.59468 -4.18650
H3 -4.70472 5.94303 -2.28049
H4 -3.41564 3.18293 -5.39684
H5 -6.69261 6.42510 -3.70710
H6 -5.48516 3.74934 -6.61697
H7 -0.73160 1.26130 -4.87925
H8 -3.04886 2.13459 -1.40780
H9 -0.24816 -1.05574 -4.02109
H10 -2.75226 -0.21507 -0.60876
P2 -1.30333 -2.56789 -1.79443
C14 4.54600 1.54347 -0.77816
C15 5.73842 2.43695 -1.16994
H11 4.26273 1.71142 0.26406
H12 3.67994 1.73848 -1.42153
H13 5.54432 3.49558 -0.93130
H14 6.66034 2.15642 -0.63814
H15 5.96095 2.38191 -2.24751
C16 4.28599 -0.69169 -2.58397
C17 5.08670 -1.86115 -3.18227
H16 4.37341 0.19675 -3.23004
H17 3.21953 -0.92814 -2.43445
H18 4.72457 -2.08838 -4.19150
H19 6.15438 -1.61218 -3.27330
H20 4.99183 -2.77691 -2.58410
C18 4.02991 -1.19336 0.26847
C19 4.94651 -1.62872 1.41360
H21 3.60992 -2.06533 -0.24301
H22 3.18038 -0.61222 0.64418
H23 4.40369 -2.26733 2.12271
H24 5.79813 -2.20047 1.02285
H25 5.34306 -0.76376 1.96370
C20 -0.94880 -2.59381 -0.00759
C21 -1.13932 -3.95810 0.65770
H26 -1.58432 -1.82943 0.45547
H27 0.08275 -2.23452 0.09176
H28 -2.17697 -4.09529 0.98241
H29 -0.88276 -4.79404 0.00006
H30 -0.50288 -4.02020 1.54663
C22 0.03763 -3.35910 -2.70402
C23 -0.24346 -3.82780 -4.13111
H31 0.32370 -4.22628 -2.08736
H32 0.89004 -2.66481 -2.66386
H33 -1.01490 -4.60335 -4.17732
H34 -0.53979 -3.00795 -4.78534
H35 0.67780 -4.25581 -4.54145
C24 -2.81960 -3.51998 -2.00895
C25 -4.00666 -2.98562 -1.20838
H36 -2.58126 -4.54601 -1.68740
H37 -3.04072 -3.54453 -3.08345
H38 -4.31240 -1.97751 -1.51736
H39 -4.86555 -3.65602 -1.33970
H40 -3.78632 -2.93802 -0.13348
N2 -0.69554 2.75585 0.37150
H41 -0.27311 3.44264 1.00051
H42 -0.50077 1.81856 0.73836
H43 -1.70970 2.90147 0.41654

HOMO = -0.426 Ha
Lowest unoccupied orbital energy = -8.09 eV
Charge = +2
Relative energy (zero: lowest compared OMol25 entry of this formula, charge and spin) = 0.0 kcal/mol
Multiplicity = 1
Molecular weight = 650.8 g/mol
Kohn-Sham gap = 3.49 eV

C4H5OP in the gas phase at a distorted geometry. Source: the OMol25 dataset; level of theory: ωB97M-V/def2-TZVPD.

Positions of all 11 atoms, in Å:
C1 1.09542 1.17785 1.09166
C2 0.54015 2.05901 0.30069
C3 0.50206 1.75639 -1.09268
C4 -0.50968 -0.97860 -0.67074
O1 -0.70976 1.50705 -1.66546
P1 0.28542 0.12885 -1.88320
H1 1.81136 0.36044 1.13571
H2 -0.04520 2.89842 0.63596
H3 -0.08008 -1.97143 -0.85301
H4 -1.51431 -1.06096 -1.15935
H5 -0.67782 -0.73205 0.53185

HOMO (alpha / beta) = -0.327 / -0.294 Ha
Lowest unoccupied orbital energy (alpha / beta) = -0.33 / -0.16 eV
Relative energy (zero: lowest compared OMol25 entry of this formula, charge and spin) = 110.3 kcal/mol
Multiplicity = 1
Molecular weight = 100.1 g/mol
Kohn-Sham gap (alpha / beta) = 8.57 / 7.85 eV

A 2-piece molecular cluster, C6H10 overall at a distorted geometry. Source: the OMol25 dataset; level of theory: ωB97M-V/def2-TZVPD.

Positions of all 16 atoms, in Å:
C1 1.03706 -1.40339 1.27266
C2 0.94236 -0.37035 0.23989
C3 0.86400 0.48850 -0.61891
C4 0.77021 1.52136 -1.65194
H1 1.67834 -1.05906 2.10140
H2 1.47051 -2.32658 0.85260
H3 0.03673 -1.63582 1.67506
H4 1.32746 2.42230 -1.34471
H5 1.19312 1.15294 -2.60168
H6 -0.28359 1.80000 -1.82069
C5 -1.43883 0.37439 0.78182
C6 -1.57322 -0.57100 -0.14971
H7 -0.47185 0.85684 0.96457
H8 -2.29159 0.69549 1.39085
H9 -0.72047 -0.89211 -0.75875
H10 -2.54020 -1.05346 -0.33247

HOMO = -0.330 Ha
SMILES string = CC#CC.C=C
Lowest unoccupied orbital energy = 1.12 eV
Relative energy (zero: lowest compared OMol25 entry of this formula, charge and spin) = 81.7 kcal/mol
Multiplicity = 1
Molecular weight = 82.1 g/mol
Kohn-Sham gap = 10.10 eV

CH3BrOS in the gas phase at a distorted geometry. Source: the OMol25 dataset; level of theory: ωB97M-V/def2-TZVPD.

Positions of all 7 atoms, in Å:
C1 0.81022 0.21256 -0.02870
O1 0.14644 -0.63272 0.89854
S1 -1.02197 -1.51278 0.24506
Br1 -2.62030 0.55150 -0.36344
H1 0.36051 1.16139 0.25769
H2 0.42961 -0.07705 -0.99640
H3 1.89549 0.29708 -0.01275

HOMO = -0.355 Ha
SMILES string = COSBr
Lowest unoccupied orbital energy = -2.17 eV
Relative energy (zero: lowest compared OMol25 entry of this formula, charge and spin) = 29.5 kcal/mol
Multiplicity = 1
Molecular weight = 143.0 g/mol
Kohn-Sham gap = 7.49 eV

C20H52N4O8S4 as an isolated structure at a distorted geometry. Source: the OMol25 dataset; level of theory: ωB97M-V/def2-TZVPD.

Positions of all 88 atoms, in Å:
C1 3.73754 -0.14438 0.53977
C2 3.65162 0.98883 1.58599
O1 4.68004 1.58061 1.85440
N1 2.52747 1.25783 2.26547
C3 2.22170 2.43746 3.05933
H1 4.40211 -0.89195 0.97284
H2 4.10300 0.41953 -0.31847
H3 2.76544 -0.56456 0.28179
H4 1.79523 0.56394 2.21621
H5 2.62286 3.24868 2.45180
H6 2.65387 2.57245 4.05085
H7 1.16653 2.70763 3.10106
C4 1.71387 1.45765 -1.52471
C5 1.01201 0.19493 -1.15354
O2 1.51533 -0.89348 -1.36315
N2 -0.23145 0.38705 -0.75269
C6 -1.12672 -0.58359 -0.16327
H8 1.17399 2.38677 -1.34202
H9 1.88203 1.38830 -2.59942
H10 2.66416 1.71466 -1.05672
H11 -0.49625 1.33242 -0.51552
H12 -2.06028 -0.56069 -0.72545
H13 -1.30162 -0.45257 0.90460
H14 -0.72302 -1.58743 -0.29531
C7 -0.72645 -1.50195 3.42579
C8 0.47944 -1.19157 2.45631
O3 1.34450 -0.35273 2.61648
N3 0.52706 -2.03076 1.40027
C9 1.74102 -2.13704 0.48727
H15 -1.48612 -0.74848 3.21771
H16 -0.42473 -1.40825 4.46900
H17 -0.94052 -2.56228 3.29176
H18 -0.27945 -2.62599 1.27627
H19 1.32260 -2.78491 -0.28299
H20 2.54696 -2.65320 1.00895
H21 2.05221 -1.17654 0.07655
C10 1.22079 4.26804 -0.70851
C11 0.33513 3.47948 0.12959
O4 -0.14935 2.47028 -0.25375
N4 0.07786 3.95030 1.33980
C12 -0.56070 3.28576 2.47242
H22 0.75521 5.14949 -1.14939
H23 1.66956 3.71963 -1.53673
H24 1.95974 4.55106 0.04112
H25 0.38272 4.87370 1.61275
H26 -0.13779 3.63014 3.41617
H27 -0.67663 2.20197 2.47974
H28 -1.62587 3.51678 2.46017
C13 3.30417 -0.29267 -2.30049
S1 3.09069 -2.10238 -2.64847
O5 3.83628 -2.27355 -3.92350
C14 4.20551 -2.78202 -1.33533
H29 2.47624 0.33745 -2.62543
H30 4.23596 0.13846 -2.66655
H31 3.27629 -0.00215 -1.25029
H32 4.36312 -3.85780 -1.25818
H33 3.77443 -2.40741 -0.40693
H34 5.18430 -2.38948 -1.61095
C15 -2.03907 -2.04407 -2.06993
S2 -1.82582 -3.14091 -0.67081
O6 -2.14612 -2.26938 0.53755
C16 -3.12959 -4.36432 -1.09289
H35 -1.99098 -2.60014 -3.00618
H36 -1.20162 -1.35066 -1.99267
H37 -2.99092 -1.51525 -2.02083
H38 -2.80867 -4.88853 -1.99307
H39 -4.07055 -3.85399 -1.29847
H40 -3.28349 -5.08388 -0.28874
C17 -2.07749 2.85973 -1.66982
S3 -2.68261 2.06389 -3.25946
O7 -4.17750 2.07363 -3.44985
C18 -2.07981 0.30470 -3.06116
H41 -2.44294 2.23972 -0.85121
H42 -2.26088 3.90600 -1.42530
H43 -0.98771 2.84962 -1.68911
H44 -2.20876 -0.04824 -2.03798
H45 -1.00404 0.41323 -3.19908
H46 -2.44942 -0.45677 -3.74794
C19 -3.35325 -0.08426 0.89439
S4 -3.12894 -1.45265 2.11836
O8 -3.75567 -1.04670 3.42073
C20 -4.57887 -2.41533 1.37108
H47 -3.04581 -0.44246 -0.08809
H48 -2.81666 0.83385 1.13363
H49 -4.39128 0.18452 0.69856
H50 -4.43595 -2.74916 0.34336
H51 -5.49886 -1.84690 1.23469
H52 -4.64040 -3.32671 1.96580

HOMO = -0.294 Ha
Lowest unoccupied orbital energy = -0.17 eV
Relative energy (zero: lowest compared OMol25 entry of this formula, charge and spin) = 498.0 kcal/mol
Multiplicity = 1
Molecular weight = 604.9 g/mol
Kohn-Sham gap = 7.83 eV

C4H4I2 in the gas phase at a distorted geometry. Source: the OMol25 dataset; level of theory: ωB97M-V/def2-TZVPD.

Positions of all 10 atoms, in Å:
C1 -1.54135 -0.53113 0.61204
C2 -0.48509 0.32650 0.12225
I1 -0.84709 2.46018 0.28248
C3 0.73956 0.11274 -0.35961
C4 1.94299 0.07711 -0.99054
I2 3.71999 -0.30512 0.10500
H1 -2.03790 -0.26138 1.64656
H2 -1.23002 -1.64840 0.56394
H3 -2.48994 -0.52732 -0.04813
H4 2.22886 0.29682 -1.93400

HOMO = -0.326 Ha
SMILES string = CC(I)=C=CI
Lowest unoccupied orbital energy = -0.33 eV
Relative energy (zero: lowest compared OMol25 entry of this formula, charge and spin) = 22.2 kcal/mol
Multiplicity = 1
Molecular weight = 305.9 g/mol
Kohn-Sham gap = 8.53 eV